[1]
ORCA calculation (the ωB97M-V functional and the def2-TZVPD basis) on a single C4H4ClNS molecule in a non-equilibrium geometry.

Cartesian coordinates (Å):
S  -2.578  -1.439  0.028
C  -1.125  -0.649  -0.277
N  0.090  -1.149  -0.157
C  1.207  -0.174  0.124
C  0.434  1.139  -0.120
C  -0.888  0.830  -0.166
Cl  -2.309  1.724  -0.014
H  0.245  -2.210  -0.028
H  2.023  0.017  -0.645
H  1.621  -0.100  1.087
H  1.280  2.010  0.168

Force components x, y, z for each atom (eV/Å):
1.1 0.4 -1.0
-0.7 0.5 2.3
3.8 -3.4 0.5
-2.2 1.7 -4.3
1.8 0.6 2.6
0.7 0.5 -0.6
-0.1 1.2 -0.2
-0.5 2.6 -0.3
-0.6 -1.7 0.7
0.3 -0.7 1.5
-3.5 -1.6 -1.1

## Properties
Gap between HOMO and LUMO in Ha: 0.306
HOMO level in Ha: -0.30846
Energy above the lowest of the compared OMol25 structures with the same formula, charge and spin in kcal/mol: 42.3



[2]
ORCA calculation (the ωB97M-V functional and the def2-TZVPD basis) on 2 unconnected molecules or ions with the total composition C16H20F3N2O4 in a non-equilibrium geometry.

Cartesian coordinates (Å):
C  1.725  4.660  -0.126
C  1.764  3.257  0.726
C  2.791  2.955  1.988
C  2.769  1.512  2.789
C  1.682  0.358  2.369
C  0.622  0.620  1.146
C  -0.546  -0.489  0.693
N  -1.880  0.194  1.042
C  -2.435  0.773  -0.100
C  -3.801  1.482  0.502
O  -4.924  1.778  -0.401
N  -4.797  3.085  -0.781
O  -4.114  3.048  -1.821
C  -4.118  0.935  2.035
C  -2.587  0.350  2.370
C  0.688  2.070  0.338
H  0.632  5.065  -0.320
H  2.264  4.452  -1.152
H  2.290  5.493  0.514
H  3.568  3.757  2.356
H  3.518  1.365  3.680
H  1.639  -0.670  2.927
H  -0.364  -1.477  1.301
H  -0.428  -0.648  -0.484
H  -1.990  0.740  -1.183
H  -3.389  2.575  0.747
H  -4.197  1.876  2.764
H  -5.020  0.180  2.144
H  -1.990  0.894  3.248
H  -2.836  -0.770  2.700
H  -0.060  2.283  -0.561
C  1.367  -3.171  -4.251
C  1.361  -4.445  -3.428
O  2.131  -4.274  -2.229
C  1.488  -3.668  -1.180
O  0.325  -3.278  -1.224
C  2.403  -3.595  0.042
F  3.669  -3.193  -0.269
F  2.530  -4.804  0.661
F  1.955  -2.727  0.993
H  2.393  -2.847  -4.452
H  0.849  -3.322  -5.202
H  0.875  -2.353  -3.715
H  1.836  -5.251  -3.998
H  0.341  -4.773  -3.196

Force components x, y, z for each atom (eV/Å):
0.5 -0.4 0.8
-0.8 -3.5 2.0
-2.5 -3.0 -0.9
-2.9 1.1 -3.3
-0.2 3.3 -2.0
2.7 2.9 0.9
2.8 1.0 1.2
-0.3 1.4 -6.1
-1.5 -1.2 5.3
0.9 2.9 0.6
0.8 -2.8 2.7
3.5 0.1 -5.6
-2.7 1.5 3.8
1.8 1.1 -0.4
-2.0 -2.4 1.1
2.3 -0.5 2.7
2.2 -1.2 0.5
-1.1 0.6 2.1
-1.1 -1.9 -1.6
-1.8 -1.7 -1.0
-1.7 0.2 -2.0
0.2 2.2 -1.2
-0.7 2.0 -1.3
-0.7 0.2 2.8
-1.0 0.0 2.4
-0.4 -2.2 -0.4
-0.4 -2.2 -1.9
2.2 1.5 -0.3
-1.1 -1.0 -2.5
1.2 2.4 -0.4
1.8 -0.5 2.1
0.1 0.3 0.2
-0.4 -0.1 -0.9
-0.6 0.8 2.2
-1.7 -0.4 -2.6
2.4 -0.5 0.7
2.0 0.0 1.9
-1.4 -0.3 -0.1
-0.5 1.0 -0.9
-0.1 -0.6 -1.1
-0.1 -0.2 -0.1
0.1 0.0 0.1
0.0 -0.2 -0.1
0.1 0.2 0.4
0.2 0.2 0.2

## Properties
Gap between HOMO and LUMO in Ha: 0.243
HOMO level in Ha: -0.41828
Charge: +1
Energy above the lowest of the compared OMol25 structures with the same formula, charge and spin in kcal/mol: 149.0



[3]
ORCA calculation (the ωB97M-V functional and the def2-TZVPD basis) on a molecular structure, C48H63Br2NO3P3SiTi in a non-equilibrium geometry.

Cartesian coordinates (Å):
Ti  -0.280  0.147  -1.557
C  -1.212  -3.830  -1.003
C  -0.623  -3.573  -2.456
C  -0.272  -4.839  -3.167
P  0.672  -2.302  -2.208
C  1.742  -2.343  -3.729
C  3.020  -1.533  -3.549
C  0.961  -1.975  -5.030
C  1.825  -2.896  -0.928
C  2.788  -3.849  -1.222
C  3.702  -4.191  -0.229
C  3.760  -3.551  0.999
C  2.715  -2.625  1.220
C  1.761  -2.334  0.341
Si  0.532  -0.970  0.837
C  1.631  0.169  1.982
C  1.765  -0.421  3.258
C  2.598  0.157  4.232
C  3.203  1.347  3.965
C  2.928  2.015  2.703
C  2.153  1.438  1.752
P  1.944  1.943  -0.062
C  3.619  1.738  -0.807
C  4.659  2.699  -0.398
C  4.108  0.312  -0.411
C  1.624  3.833  -0.122
C  1.600  4.403  -1.530
C  0.297  4.086  0.624
C  -0.626  -1.737  2.208
C  -0.470  -3.163  2.376
C  -1.185  -3.888  3.344
C  -2.045  -3.180  4.210
C  -2.299  -1.831  4.029
C  -1.488  -1.064  3.124
P  -1.660  0.795  3.134
C  -0.866  1.350  4.682
C  -0.884  0.389  5.907
C  -1.273  2.836  4.980
C  -3.468  1.228  3.285
C  -4.088  1.156  4.650
C  -4.252  0.476  2.235
H  -2.063  -4.589  -0.936
H  -1.540  -2.944  -0.508
H  -0.484  -4.242  -0.311
H  -1.332  -3.023  -3.074
H  0.631  -5.285  -2.839
H  -0.052  -4.693  -4.229
H  -1.077  -5.588  -3.108
H  2.025  -3.348  -3.789
H  2.771  -0.548  -3.775
H  3.774  -1.835  -4.295
H  3.360  -1.656  -2.488
H  0.838  -0.890  -5.049
H  -0.028  -2.472  -5.112
H  1.429  -2.301  -5.931
H  2.828  -4.279  -2.234
H  4.497  -4.928  -0.403
H  4.356  -3.852  1.783
H  2.767  -2.160  2.217
H  1.290  -1.363  3.619
H  2.656  -0.381  5.191
H  3.860  1.854  4.674
H  3.190  3.016  2.477
H  3.421  1.711  -1.846
H  4.686  2.860  0.670
H  4.476  3.699  -0.793
H  5.690  2.406  -0.696
H  4.236  0.312  0.661
H  5.050  0.220  -0.980
H  3.350  -0.555  -0.544
H  2.498  4.235  0.402
H  0.887  3.912  -2.134
H  2.560  4.375  -1.985
H  1.251  5.454  -1.529
H  -0.473  3.482  0.082
H  -0.002  5.128  0.649
H  0.365  3.842  1.696
H  0.298  -3.634  1.712
H  -0.958  -4.937  3.418
H  -2.612  -3.767  4.909
H  -3.101  -1.330  4.562
H  0.182  1.397  4.345
H  -1.757  0.238  6.492
H  -0.122  0.856  6.569
H  -0.511  -0.580  5.493
H  -2.087  2.921  5.712
H  -1.518  3.467  4.150
H  -0.403  3.241  5.508
H  -3.381  2.330  3.044
H  -4.469  0.125  4.873
H  -4.960  1.809  4.689
H  -3.444  1.414  5.497
H  -3.624  0.389  1.335
H  -5.234  0.921  1.973
H  -4.393  -0.592  2.642
Br  -3.332  2.939  -0.844
C  -2.203  3.114  -2.368
C  -2.508  4.034  -3.355
C  -1.818  4.062  -4.529
C  -0.642  3.282  -4.596
C  -0.391  2.388  -3.554
N  -1.118  2.242  -2.504
C  0.787  1.536  -3.774
O  1.470  1.575  -4.782
O  1.058  0.758  -2.759
H  -3.406  4.584  -3.056
H  -2.148  4.614  -5.447
H  -0.078  3.298  -5.514
O  -1.327  1.010  0.039
H  -1.998  1.683  -0.322
H  -1.143  1.259  0.929
Br  -6.240  -1.268  -4.579
C  -4.491  -1.160  -3.905
C  -3.502  -0.506  -4.654
C  -2.340  -0.056  -4.114
C  -2.000  -0.357  -2.722
C  -3.028  -1.079  -1.991
C  -4.236  -1.478  -2.529
H  -3.928  -0.135  -5.594
H  -1.739  0.606  -4.698
H  -2.815  -1.339  -0.935
H  -5.096  -1.873  -1.968

Force components x, y, z for each atom (eV/Å):
0.3 0.0 0.9
-0.6 -1.6 -0.8
-0.9 0.3 1.6
-0.1 -0.5 -1.2
0.2 0.7 -0.2
-1.0 1.0 -0.6
0.2 -1.5 0.6
-0.9 -0.1 1.3
-0.4 -0.3 -0.7
0.0 -0.1 -0.1
1.7 -0.7 0.0
-3.5 0.7 -2.2
3.3 -1.1 3.3
-1.7 1.3 -1.1
0.3 0.5 0.1
-1.8 -1.8 0.8
0.6 0.2 0.6
-0.8 -0.9 0.0
0.3 2.2 -1.5
0.2 -0.6 2.2
-0.4 -0.9 -2.1
-0.8 0.6 0.3
-0.8 -2.0 1.4
1.2 1.5 -0.1
-1.2 -0.4 -0.5
0.2 -0.8 1.0
-0.4 0.9 0.9
0.2 -0.5 -0.1
-0.2 -1.0 0.5
0.0 0.9 -0.4
1.0 1.7 -0.3
-0.3 -0.9 -1.1
1.4 0.4 -0.8
-1.0 -0.5 -0.3
0.1 -0.5 -1.0
-0.6 0.5 0.1
2.4 0.6 -1.3
0.7 -1.0 1.7
0.9 1.2 0.1
-0.9 -1.1 1.1
-0.1 -1.4 0.1
0.9 1.1 -0.6
-0.4 0.9 0.1
0.5 -0.2 -0.3
-0.4 0.0 0.2
0.8 -0.6 0.9
-0.4 0.3 0.0
0.2 0.3 0.1
0.3 -1.8 -0.2
-0.1 1.9 0.0
-0.1 -0.1 0.5
0.2 0.4 -1.2
-0.1 -0.1 -0.2
0.3 0.4 0.4
1.0 -0.1 -0.5
0.2 0.0 0.8
-0.5 0.1 -0.3
1.6 -0.4 1.3
-0.3 -0.2 -0.7
0.2 0.8 -0.9
0.3 0.5 -0.4
-0.3 -0.2 -0.1
1.0 0.9 0.4
-0.1 0.3 -1.4
0.0 -0.3 0.5
0.1 0.1 -0.3
-0.7 0.1 0.0
0.7 0.0 0.3
-0.4 -0.8 0.5
1.3 1.5 -0.5
-0.3 0.3 0.2
-0.6 -0.8 -0.8
0.8 -0.1 -0.5
0.4 -0.3 0.3
0.3 0.6 0.8
0.0 0.3 -0.5
-0.1 -0.5 -0.4
-1.1 0.1 0.8
-0.3 -0.3 0.3
-0.2 0.0 0.3
0.4 -0.1 0.3
-0.2 -0.1 0.3
-1.1 0.0 0.1
-0.3 -0.7 0.0
-0.2 0.6 0.9
0.1 -0.2 -0.3
0.0 0.1 -0.7
-0.1 0.4 -0.2
-0.3 -0.9 -0.1
0.2 0.8 -0.2
-0.1 0.0 0.1
-0.1 0.1 -0.4
-0.4 -0.1 0.0
0.5 -0.3 0.3
-0.1 1.5 -0.8
-0.5 0.8 -0.8
2.6 -1.6 -0.9
-2.0 -0.3 2.3
1.6 -0.2 -1.8
-2.2 0.8 -0.2
0.7 1.6 -3.0
-2.7 1.2 2.5
1.8 -0.9 -0.5
-0.7 0.2 0.6
-0.3 -0.5 0.3
0.3 0.3 -1.0
0.3 -0.3 1.3
0.4 -0.2 0.2
-1.3 0.1 -3.1
1.2 -1.3 1.0
0.4 0.2 2.4
0.0 -0.3 -0.1
1.3 0.1 2.2
-2.7 0.2 -0.7
1.0 -0.6 2.9
-1.7 -0.9 -0.7
1.9 0.4 0.1
-1.3 0.6 -2.0
0.9 -0.2 -0.1
0.5 0.1 -0.4
-0.3 0.3 -0.6
0.8 0.0 0.0

## Properties
Gap between HOMO and LUMO in Ha: 0.257
HOMO level in Ha: -0.37491
Charge: +1
Energy above the lowest of the compared OMol25 structures with the same formula, charge and spin in kcal/mol: 40.0



[4]
ORCA calculation (the ωB97M-V functional and the def2-TZVPD basis) on a molecular structure, C23H47MnNO2S2Si2 in a non-equilibrium geometry.

Cartesian coordinates (Å):
O  -0.356  -0.054  -2.306
O  -2.928  0.362  -1.612
C  -0.181  1.045  -3.246
C  1.183  0.867  -3.862
H  -0.255  1.985  -2.665
H  -1.023  1.014  -3.969
H  1.942  0.757  -3.074
H  1.440  1.719  -4.495
H  1.182  -0.037  -4.477
C  -0.717  -1.315  -2.909
C  -1.709  -1.325  -4.057
H  -1.084  -1.921  -2.071
H  0.223  -1.776  -3.252
H  -2.701  -0.950  -3.771
H  -1.824  -2.382  -4.335
H  -1.334  -0.772  -4.934
C  -3.562  -0.628  -0.609
C  -3.671  1.659  -1.845
C  -4.327  -1.662  -1.370
H  -4.190  0.005  0.021
H  -2.713  -1.063  -0.065
H  -5.183  -1.261  -1.924
H  -4.732  -2.352  -0.624
H  -3.695  -2.254  -2.043
C  -4.897  1.389  -2.675
H  -2.941  2.309  -2.356
H  -3.924  2.032  -0.846
H  -4.697  0.873  -3.631
H  -5.314  2.375  -2.916
H  -5.685  0.855  -2.116
H  -2.099  0.678  -1.081
Mn  1.259  0.380  0.628
C  -0.636  1.279  0.247
Si  -0.783  2.810  1.330
H  -0.527  1.380  -0.835
H  -1.315  0.438  0.415
C  -1.102  4.276  0.181
C  0.642  3.330  2.450
C  -2.291  2.535  2.424
C  2.177  -1.053  -0.474
Si  1.822  -2.834  -0.019
H  3.259  -0.808  -0.500
H  1.814  -0.810  -1.489
C  1.822  -3.825  -1.620
C  0.159  -3.094  0.815
C  3.164  -3.483  1.118
H  -2.989  1.858  1.919
H  -2.831  3.463  2.656
H  -2.006  2.072  3.378
H  -0.236  4.440  -0.479
H  -1.279  5.204  0.744
H  -1.982  4.083  -0.447
H  1.615  3.354  1.937
H  0.756  2.666  3.319
H  0.486  4.343  2.860
H  -0.511  -3.679  0.169
H  -0.360  -2.160  1.068
H  0.288  -3.662  1.747
H  2.977  -4.533  1.384
H  3.227  -2.893  2.042
H  4.138  -3.431  0.610
H  1.990  -4.891  -1.414
H  2.627  -3.464  -2.274
H  0.871  -3.719  -2.157
S  3.075  1.988  0.186
C  3.551  1.361  1.685
N  2.735  0.456  2.275
C  3.257  0.009  3.493
C  2.664  -0.888  4.379
C  3.313  -1.214  5.571
C  4.547  -0.636  5.896
C  5.152  0.274  5.020
C  4.509  0.592  3.828
S  5.031  1.705  2.579
H  1.687  -1.314  4.122
H  2.865  -1.923  6.267
H  5.037  -0.891  6.834
H  6.109  0.735  5.249

Force components x, y, z for each atom (eV/Å):
-1.2 0.3 -1.0
0.2 0.5 1.5
-0.2 -0.9 0.6
0.1 0.3 -0.4
0.1 -0.5 -0.2
0.6 0.3 0.2
-0.3 0.1 -0.2
0.1 -0.1 0.0
0.2 0.1 0.0
1.0 0.3 0.3
-0.1 -0.1 -0.1
0.1 0.1 -0.1
-0.3 -0.1 0.1
0.3 0.0 -0.2
0.0 0.3 -0.1
-0.2 -0.3 0.3
0.1 0.7 -0.9
0.0 -0.8 0.0
-0.4 -0.5 -0.1
0.2 -0.2 0.2
-0.2 0.4 -0.2
0.3 0.0 0.1
0.0 0.0 -0.1
-0.1 0.3 0.2
-0.5 0.2 -0.2
-0.2 -0.4 0.4
0.2 0.2 -0.3
0.1 0.2 0.5
0.0 -0.2 -0.1
0.4 0.2 -0.2
0.1 -0.2 -0.5
0.1 0.1 0.4
-0.6 0.5 0.2
-0.3 -0.2 -0.7
0.4 0.4 0.4
-0.1 -0.1 0.6
0.0 0.2 0.0
0.3 0.0 0.2
-0.2 0.1 0.3
0.3 -1.2 -0.6
0.9 1.4 -0.9
-0.4 -0.3 0.2
0.0 -0.3 0.2
0.0 -0.5 0.0
-0.5 -0.3 0.3
0.1 -0.2 0.0
0.0 0.1 0.1
0.1 -0.1 0.0
-0.1 0.0 -0.2
-0.2 0.0 0.1
0.1 -0.2 -0.2
0.1 0.1 0.1
-0.4 0.0 0.0
0.0 0.0 -0.2
-0.2 -0.3 -0.2
0.1 0.0 0.1
0.1 -0.1 0.0
-0.1 0.1 -0.1
0.1 0.2 0.0
0.0 -0.1 -0.1
-0.2 0.0 0.2
-0.1 0.0 -0.2
-0.2 -0.1 0.2
0.2 -0.1 0.1
0.9 1.1 -0.2
-1.0 -1.3 0.5
1.2 0.9 0.5
0.4 0.7 -0.3
-0.2 -0.2 0.1
0.1 0.2 -0.2
0.0 0.2 -0.3
-0.2 -0.2 0.0
-0.3 -0.3 0.2
-0.6 -0.4 0.0
0.4 0.1 0.1
0.0 0.2 -0.2
-0.1 0.0 -0.2
-0.1 -0.1 0.1

## Properties
Gap between HOMO and LUMO (spin up / spin down) in Ha: 0.210 / 0.248
Spin multiplicity: 6
HOMO level (spin up / spin down) in Ha: -0.21330 / -0.25144
Energy above the lowest of the compared OMol25 structures with the same formula, charge and spin in kcal/mol: 41.2



[5]
ORCA calculation (the ωB97M-V functional and the def2-TZVPD basis) on a molecular structure, C22H30FN5O3S.

Cartesian coordinates (Å):
C  -2.292  -4.904  1.360
C  -1.732  -4.015  0.256
C  -0.495  -3.254  0.730
C  0.095  -2.370  -0.375
N  -0.857  -1.376  -0.870
C  -1.595  -0.611  -0.024
O  -1.331  -0.511  1.180
C  -2.784  0.073  -0.518
C  -3.459  1.062  0.205
N  -3.032  1.669  1.320
H  -2.295  1.215  1.839
H  -3.689  2.296  1.767
C  -4.680  1.399  -0.463
N  -4.932  0.716  -1.557
S  -3.763  -0.347  -1.895
C  -5.638  2.398  0.057
O  -5.448  3.003  1.100
N  -6.726  2.569  -0.716
H  -6.828  2.026  -1.556
H  -7.441  3.218  -0.435
C  -0.660  -1.019  -2.267
C  0.580  -0.167  -2.408
C  0.546  1.151  -1.968
C  1.671  1.950  -2.041
C  2.836  1.404  -2.551
C  2.900  0.097  -2.994
C  1.761  -0.685  -2.922
H  1.802  -1.709  -3.257
H  3.826  -0.298  -3.376
F  3.941  2.177  -2.614
H  1.655  2.977  -1.713
H  -0.369  1.557  -1.559
H  -1.520  -0.460  -2.633
H  -0.568  -1.935  -2.855
H  0.316  -3.018  -1.230
C  1.459  -1.797  0.062
O  2.490  -2.190  -0.450
N  1.395  -0.894  1.046
H  0.478  -0.628  1.398
C  2.562  -0.230  1.576
C  2.440  1.285  1.431
H  2.314  1.528  0.375
C  3.646  2.050  1.986
C  3.340  3.546  2.012
H  3.163  3.911  1.003
H  2.456  3.752  2.613
H  4.176  4.100  2.433
C  4.903  1.794  1.158
H  4.739  2.079  0.122
H  5.733  2.380  1.546
H  5.188  0.746  1.186
H  3.827  1.713  3.014
H  1.538  1.609  1.958
H  3.417  -0.612  1.015
H  2.683  -0.496  2.633
H  -0.752  -2.652  1.601
H  0.279  -3.964  1.027
H  -2.499  -3.304  -0.058
H  -1.473  -4.629  -0.610
H  -3.170  -5.441  1.010
H  -1.548  -5.631  1.677
H  -2.575  -4.304  2.222

Force components x, y, z for each atom (eV/Å):
0.0 0.1 -0.2
0.1 0.0 0.3
-0.2 -0.1 -0.3
0.3 -0.2 0.4
-0.2 -0.2 0.1
0.1 -0.1 0.1
-0.1 0.0 0.0
-0.8 0.3 -0.3
0.4 -0.4 -0.5
0.1 0.2 0.5
-0.1 0.0 0.0
0.1 -0.1 0.0
0.4 -0.5 -0.2
-0.3 0.3 0.1
0.2 0.2 0.5
-0.5 0.2 -0.2
0.1 0.0 0.2
-0.2 0.1 -0.1
0.0 0.0 0.0
0.1 0.0 0.0
0.1 0.3 -0.2
0.0 -0.1 -0.2
0.1 -0.1 -0.1
0.1 0.1 -0.1
-0.1 -0.1 0.0
0.1 0.2 0.0
-0.2 0.2 0.0
0.0 -0.1 0.0
0.1 0.0 0.0
-0.1 -0.1 0.0
0.0 0.1 0.0
-0.1 0.1 0.0
0.2 -0.1 0.0
-0.1 0.1 0.0
0.0 0.1 0.1
-0.4 -0.2 -0.1
0.3 -0.3 -0.1
-0.1 0.3 0.4
0.1 -0.1 -0.2
0.2 0.2 -0.1
0.3 -0.2 0.3
0.0 0.0 0.0
-0.2 0.1 -0.2
0.1 -0.3 0.2
0.0 0.1 -0.2
-0.1 0.1 0.0
0.1 0.1 0.0
-0.1 -0.1 0.3
0.0 0.0 -0.2
0.1 0.0 0.0
0.1 -0.1 -0.1
0.0 0.0 0.0
-0.1 0.1 0.0
0.0 0.0 0.1
0.1 0.0 -0.1
0.1 -0.1 0.0
0.1 0.0 0.0
0.0 0.0 -0.1
0.0 0.0 -0.1
-0.1 -0.1 0.1
0.0 -0.1 0.1
0.0 0.0 0.1

## Properties
Gap between HOMO and LUMO in Ha: 0.298
HOMO level in Ha: -0.31443
Energy above the lowest of the compared OMol25 structures with the same formula, charge and spin in kcal/mol: 0.0



[6]
ORCA calculation (the ωB97M-V functional and the def2-TZVPD basis) on 2 unconnected molecules or ions with the total composition C3H10NOS.

Cartesian coordinates (Å):
C  -0.963  -1.523  0.903
S  -2.116  -0.132  1.061
C  -1.334  0.984  -0.132
H  -0.672  -1.619  -0.137
H  -0.066  -1.337  1.487
H  -1.449  -2.431  1.262
H  -1.380  2.002  0.259
H  -1.850  0.936  -1.088
H  -0.298  0.656  -0.305
N  3.105  0.963  -0.553
C  2.005  0.402  -1.414
O  1.208  -0.480  -0.816
H  3.543  0.137  -0.147
H  2.626  1.377  0.245
H  2.552  0.015  -2.308
H  1.475  1.316  -1.793

Force components x, y, z for each atom (eV/Å):
-0.1 -0.1 0.2
0.1 -0.1 0.0
-0.1 0.2 0.0
0.1 -0.1 0.0
0.1 0.0 -0.1
-0.1 0.1 0.0
0.0 -0.1 -0.1
-0.1 0.1 0.0
0.1 -0.1 0.1
0.0 0.0 0.1
0.1 0.1 -0.2
0.0 -0.1 0.0
0.0 0.0 0.0
0.0 0.0 0.0
0.0 -0.1 0.0
0.0 0.1 0.1

## Properties
Gap between HOMO and LUMO in Ha: 0.239
HOMO level in Ha: -0.11187
Charge: -1
Energy above the lowest of the compared OMol25 structures with the same formula, charge and spin in kcal/mol: 34.7